{"formula": "C20H58BO29", "method": "the ωB97M-V functional and the def2-TZVPD basis", "symbols": ["O", "O", "O", "O", "O", "O", "O", "O", "O", "O", "O", "O", "O", "O", "O", "O", "O", "O", "O", "O", "O", "O", "O", "O", "O", "O", "O", "O", "O", "C", "C", "C", "C", "C", "C", "C", "C", "C", "C", "C", "C", "C", "C", "C", "C", "C", "C", "C", "C", "B", "H", "H", "H", "H", "H", "H", "H", "H", "H", "H", "H", "H", "H", "H", "H", "H", "H", "H", "H", "H", "H", "H", "H", "H", "H", "H", "H", "H", "H", "H", "H", "H", "H", "H", "H", "H", "H", "H", "H", "H", "H", "H", "H", "H", "H", "H", "H", "H", "H", "H", "H", "H", "H", "H", "H", "H", "H", "H"], "positions_angstrom": [[-22.52099, 20.29480, -5.01636], [-25.96709, 19.12334, -4.36856], [-26.50010, 25.91557, -5.32104], [-26.69052, 23.71075, -6.43241], [-26.11594, 28.20051, -5.64875], [-24.55894, 29.47098, -9.46899], [-21.35152, 27.69763, -7.01697], [-26.43714, 18.99968, -7.38781], [-23.75454, 31.54622, -7.74226], [-29.88955, 20.85903, -5.55061], [-23.15246, 27.14210, -2.04540], [-27.58746, 30.94173, -3.34449], [-19.14322, 28.96234, -6.00040], [-29.97256, 29.39688, -4.03836], [-24.95604, 25.19480, -6.91272], [-26.06225, 26.65967, -1.00802], [-22.12541, 22.41079, -6.62164], [-24.17387, 27.25241, -7.57436], [-24.48340, 21.97122, -4.27344], [-22.38447, 21.44479, -1.55083], [-29.76891, 24.07741, -2.54026], [-30.99272, 24.79036, -5.25089], [-27.16280, 21.52927, -5.93585], [-24.92582, 24.07498, -4.92721], [-26.10018, 30.89181, -11.69758], [-19.77172, 23.66333, -7.46446], [-24.66184, 22.70796, -0.59081], [-27.59262, 25.98472, -8.75300], [-24.68713, 31.07265, -4.11832], [-29.77707, 24.14487, -5.05869], [-21.35209, 23.15919, -5.69904], [-25.91555, 27.04828, -5.90469], [-20.42518, 24.26546, -6.32756], [-20.14554, 27.59407, -7.69302], [-24.72748, 21.32784, -0.79908], [-26.43839, 22.56672, -5.83451], [-29.08624, 24.56033, -3.72186], [-24.16788, 30.82138, -6.59422], [-25.71384, 29.04451, -10.11298], [-23.29037, 20.77602, -0.67317], [-27.88233, 29.60329, -2.87149], [-25.12224, 22.77732, -4.99524], [-24.68692, 31.71888, -5.39511], [-25.21285, 25.79008, -1.82459], [-24.92325, 26.49757, -6.92708], [-24.36896, 26.80388, -2.58017], [-26.61931, 30.19537, -10.56367], [-19.01044, 27.67480, -6.62965], [-28.67332, 28.91241, -3.97135], [-25.79268, 24.73566, -5.86692], [-23.98750, 32.55488, -5.39992], [-20.09229, 29.04726, -6.11727], [-28.15038, 29.02297, -4.92130], [-28.39045, 31.19742, -3.80430], [-29.37147, 24.58601, -1.82965], [-25.92045, 25.25730, -2.45985], [-22.34952, 21.59415, -6.16945], [-22.05593, 23.58166, -4.98194], [-30.07921, 23.09927, -4.99928], [-22.02414, 27.35268, -7.60874], [-24.25132, 28.71882, -8.95788], [-26.40095, 19.00086, -6.43129], [-20.47418, 23.44429, -8.08104], [-26.71026, 19.56708, -3.95988], [-28.74785, 27.84296, -3.77433], [-25.48865, 27.26810, -0.53644], [-24.91900, 27.66414, -2.96165], [-30.94428, 25.18537, -6.12452], [-20.74399, 22.44444, -5.14456], [-22.34640, 19.69190, -4.29368], [-20.04584, 28.40267, -8.41713], [-26.72925, 30.91121, -9.74906], [-25.27228, 19.78160, -4.38190], [-19.12151, 26.80655, -5.98011], [-28.46980, 26.07678, -8.38110], [-28.55710, 29.71888, -2.02330], [-23.24005, 19.68911, -0.73798], [-20.93135, 25.16784, -6.67051], [-22.71502, 22.33282, -1.70497], [-25.55890, 31.20072, -3.73725], [-24.17719, 26.36469, -3.55916], [-25.10584, 21.25133, -1.81844], [-25.68961, 32.04923, -5.66638], [-24.10330, 31.01916, -8.46487], [-28.97705, 20.68992, -5.78508], [-30.22046, 21.41259, -6.25793], [-23.28074, 30.26206, -6.29718], [-29.11940, 24.28864, -5.91595], [-27.60789, 29.83034, -10.84215], [-26.98262, 29.08679, -2.53703], [-27.24868, 25.18215, -8.36081], [-25.41550, 20.78721, -0.14912], [-28.84635, 25.58517, -3.43857], [-22.85558, 27.96496, -2.44082], [-25.46625, 28.44015, -10.98564], [-18.05705, 27.38405, -7.07079], [-25.58413, 22.93302, -0.44827], [-26.09756, 28.34255, -9.37263], [-28.08219, 24.13821, -3.67949], [-23.09553, 20.96121, -4.63947], [-26.29857, 30.39617, -12.49544], [-19.94958, 26.67667, -8.24807], [-24.63493, 25.14513, -1.16266], [-23.03344, 20.94953, 0.37181], [-19.70320, 24.62101, -5.59241], [-26.97299, 18.23734, -7.60675], [-24.80264, 29.96131, -6.80739], [-30.46214, 28.91253, -3.36955]], "lumo_energy_ev": 1.45, "largest_force_ha_per_bohr": 0.1036, "charge": -1, "gap_ev": 8.7}

---

{"formula": "C2H5FSi", "method": "the ωB97M-V functional and the def2-TZVPD basis", "symbols": ["Si", "F", "C", "C", "H", "H", "H", "H", "H"], "positions_angstrom": [[1.23658, 0.04473, 0.07192], [-2.85917, -0.15548, -0.00050], [-0.51116, 0.35196, 0.47708], [-1.54435, -0.22222, -0.00554], [-0.76561, -1.53442, -1.68991], [1.84463, 1.08273, -0.96284], [1.47186, -1.27801, -0.55441], [-0.54443, 1.25519, 1.21421], [1.67166, 0.45552, 1.45000]], "lumo_energy_ev": [-0.54, -0.38], "largest_force_ha_per_bohr": 0.0663, "gap_ev": [8.9, 9.9], "relative_energy_kcal_mol": 155.3}

---

{"formula": "C2H6N4S", "method": "the ωB97M-V functional and the def2-TZVPD basis", "symbols": ["S", "N", "N", "N", "N", "C", "C", "H", "H", "H", "H", "H", "H"], "positions_angstrom": [[-0.61996, 0.43168, 1.02900], [0.21396, -0.21326, -0.28542], [-0.76798, -2.29667, -0.15198], [-1.55874, -2.08984, -0.93883], [-0.23168, -0.18330, -1.57512], [0.84714, 1.21595, 1.75739], [-1.41106, -0.86071, -1.72523], [-1.56656, -1.18190, -2.75667], [0.44398, -0.71842, -2.15307], [-2.38821, -0.30913, -1.53630], [1.62159, 0.58356, 1.38977], [0.90537, 2.29863, 1.53902], [0.88725, 1.16386, 2.90753]], "lumo_energy_ev": [0.99, -0.77], "spin_multiplicity": 3, "largest_force_ha_per_bohr": 0.1015, "gap_ev": [7.6, 8.4], "relative_energy_kcal_mol": 8.4}